C32H28INO8PPtS2 | wB97M-V/def2-TZVPD

Each line ends with the Mulliken charge.
Positions of all 74 atoms, in Å:
1 Pt 0.2011 0.1492 2.2110  1.1293
2 I -1.8683 -1.4645 1.9650  0.2058
3 C -2.8250 -0.5172 0.0830  -0.7171
4 C -3.5615 -1.4735 -0.5826  -0.2492
5 C -4.5163 -1.1697 -1.5617  -1.0789
6 C -4.7758 0.1385 -1.8442  -0.8073
7 C -4.0305 1.1639 -1.2236  0.7075
8 C -4.3340 2.5024 -1.5571  -0.8335
9 C -3.6481 3.5319 -0.9870  -1.1491
10 C -2.5711 3.2434 -0.1397  -0.3210
11 C -2.2036 1.9546 0.1856  0.9625
12 P -0.5272 1.8884 0.9515  0.9872
13 C 0.5111 2.2740 -0.4902  0.5378
14 C 0.0619 2.1639 -1.8026  -0.7883
15 C 0.9229 2.4245 -2.8574  -0.5655
16 C 2.2412 2.7745 -2.6138  -0.6180
17 C 2.7079 2.8397 -1.3075  -0.8876
18 C 1.8525 2.5846 -0.2520  -0.5302
19 C -0.4803 3.4097 1.9563  0.1962
20 C -1.0796 3.3238 3.2141  -0.6714
21 C -1.0952 4.4199 4.0574  -0.7064
22 C -0.5000 5.6099 3.6614  -0.4647
23 C 0.1080 5.6999 2.4182  -0.7636
24 C 0.1145 4.6069 1.5655  0.1419
25 C -2.9852 0.8502 -0.2890  1.2052
26 H -3.4235 -2.5061 -0.2825  0.3031
27 H -5.0698 -1.9621 -2.0484  0.4089
28 H -5.5581 0.4162 -2.5393  0.3401
29 H -5.1164 2.6918 -2.2824  0.3515
30 H -3.8870 4.5611 -1.2195  0.4234
31 H -1.9882 4.0715 0.2367  0.3718
32 H -0.9604 1.8706 -1.9994  0.2861
33 H 0.5587 2.3477 -3.8738  0.4287
34 H 2.9090 2.9770 -3.4408  0.3762
35 H 3.7454 3.0776 -1.1132  0.4289
36 H 2.2180 2.6014 0.7677  0.5601
37 H -1.5044 2.3767 3.5275  0.2790
38 H -1.5550 4.3445 5.0338  0.4177
39 H -0.4938 6.4633 4.3266  0.3723
40 H 0.5842 6.6229 2.1114  0.4056
41 H 0.5881 4.6822 0.5957  0.4302
42 O 0.2019 -1.9348 5.6377  -0.7014
43 S -0.1283 -1.4682 4.3209  1.1170
44 O -1.2816 -2.3055 3.8130  -0.6691
45 O 1.0093 -1.5455 3.3698  -0.3615
46 O -0.5992 -0.0489 4.3448  -0.6451
47 C 0.2923 -4.0635 -5.0464  -1.4256
48 C 0.6314 -4.2245 -3.5898  0.8959
49 C -0.2938 -3.8779 -2.6109  -0.6820
50 C 0.0263 -3.9770 -1.2652  -0.1391
51 C 1.2747 -4.4432 -0.8991  -0.1291
52 C 2.2031 -4.8183 -1.8553  -0.6642
53 C 1.8762 -4.7123 -3.1959  -0.6823
54 S 1.7784 -4.3727 0.8126  1.2430
55 O 0.6194 -4.1315 1.6116  -0.5386
56 O 2.5782 -5.5265 1.1366  -0.7895
57 N 2.7939 -3.0865 0.6120  -0.1254
58 C 3.6186 -2.6067 1.7288  -0.5489
59 C 3.9769 -1.1197 1.5120  -1.1318
60 C 2.7549 -0.1708 1.5365  0.9905
61 O 2.6442 0.6983 2.4207  -0.7307
62 O 1.9064 -0.3155 0.5947  -0.7271
63 H -0.7734 -4.2171 -5.2088  0.3770
64 H 0.8461 -4.7770 -5.6546  0.3701
65 H 0.5367 -3.0554 -5.3873  0.2740
66 H -1.2724 -3.5101 -2.8933  0.4680
67 H -0.6805 -3.6927 -0.4967  0.4453
68 H 3.1642 -5.1907 -1.5314  0.4189
69 H 2.6008 -4.9983 -3.9482  0.3453
70 H 2.1987 -2.2945 0.3239  0.2247
71 H 4.5336 -3.2057 1.7448  0.3886
72 H 3.0973 -2.7263 2.6806  0.3539
73 H 4.4392 -1.0434 0.5249  0.2756
74 H 4.6601 -0.8025 2.2963  0.3987

Its HOMO-LUMO gap (alpha / beta) is 6.32 / 6.32 eV. The multiplicity is 1. The calculation puts the maximum force at 4.3 eV/Å. The net charge is -1.